one:
C5H12N2O in the gas phase, computed with ωB97M-V/def2-TZVPD.

Positions of all 20 atoms, in Å:
C  3.050  -0.686  0.282
C  0.788  0.626  -0.249
C  -0.697  -1.044  1.022
C  -1.284  -0.467  -1.233
C  -0.070  -0.546  -0.243
N  -0.571  2.522  0.196
N  0.564  1.977  -0.518
O  2.127  0.378  -0.022
H  4.025  -0.395  -0.195
H  2.661  -1.702  0.111
H  -0.053  -1.003  1.952
H  -0.766  -2.181  0.831
H  -1.744  -0.612  1.225
H  -2.095  0.126  -0.693
H  -1.852  -1.330  -1.545
H  -1.090  0.075  -2.231
H  0.710  -1.278  -0.516
H  -0.583  2.056  1.048
H  -1.311  2.346  -0.384
H  1.425  2.526  -0.341

Its total charge is 0.

two:
A molecular structure, C5H12N2O, computed with ωB97M-V/def2-TZVPD.

Positions of all 20 atoms, in Å:
C  0.163  0.703  -2.146
C  -0.447  -0.773  0.931
C  1.707  -0.010  1.937
N  0.566  0.335  1.070
C  -1.478  -0.375  -0.083
N  0.713  0.248  -3.284
C  -2.743  -0.210  0.298
O  0.964  1.285  -1.338
H  0.820  0.810  -0.114
H  0.072  1.136  1.462
H  -0.902  0.009  -1.309
H  0.137  -0.199  -3.977
H  1.730  0.271  -3.364
H  -0.833  -1.008  1.936
H  0.108  -1.652  0.589
H  2.227  -0.874  1.525
H  1.383  -0.274  2.946
H  2.404  0.824  1.999
H  -3.092  -0.385  1.319
H  -3.500  0.137  -0.399

Its total charge is 0.

Relative energies, hartree: one 0.0748; two 0.0000.

one:
C5H12N2O in the gas phase, computed with ωB97M-V/def2-TZVPD.

Positions of all 20 atoms, in Å:
C  0.426  0.947  -2.514
C  -0.605  0.993  -1.388
N  -0.072  1.404  -0.122
C  0.202  0.723  1.050
O  0.889  1.253  1.889
C  -0.462  -0.647  1.191
C  0.581  -1.670  0.679
N  -0.913  -0.870  2.533
H  1.040  0.042  -2.475
H  -0.006  0.960  -3.517
H  1.149  1.767  -2.524
H  -1.399  1.678  -1.692
H  -1.106  0.033  -1.302
H  0.172  2.373  -0.043
H  -1.299  -0.652  0.501
H  0.726  -1.638  -0.400
H  0.329  -2.695  0.968
H  1.543  -1.505  1.172
H  -0.960  -1.872  2.734
H  -0.236  -0.622  3.258

As for the SMILES: CCNC(=O)[C@@H](C)N. Its total charge is 0.

two:
A molecular structure, C5H12N2O, computed with ωB97M-V/def2-TZVPD.

Positions of all 20 atoms, in Å:
C  0.832  -0.333  2.177
N  -0.206  0.478  1.575
C  -1.409  -0.451  -2.223
O  -0.914  -0.956  -3.152
H  -1.134  0.178  1.853
H  -1.238  1.744  -1.338
H  0.789  -1.394  1.891
H  0.743  -0.263  3.261
H  1.803  0.064  1.883
C  1.102  -1.093  -1.172
N  -0.181  -0.570  -0.742
C  -0.133  0.747  0.188
C  -1.237  1.685  -0.240
H  -0.704  -1.273  -0.228
H  0.850  1.171  -0.038
H  0.954  -1.753  -2.030
H  1.621  -1.669  -0.398
H  1.748  -0.273  -1.494
H  -2.211  1.293  0.041
H  -1.073  2.669  0.188

Its total charge is 0.

Relative energies, hartree: one 0.0000; two 0.0705.

one:
C2H3NO3 in the gas phase, computed with ωB97M-V/def2-TZVPD.

Positions of all 9 atoms, in Å:
O  -0.086  -1.481  1.026
C  -0.640  -1.102  0.008
N  -0.465  0.150  -0.515
C  0.485  1.112  -0.080
O  0.507  2.199  -0.580
O  1.321  0.720  0.865
H  -1.328  -1.775  -0.503
H  -0.821  0.326  -1.440
H  1.028  -0.149  1.217

As for the SMILES: O=CNC(=O)O. Its total charge is 0.

two:
C2H3NO3 in the gas phase, computed with ωB97M-V/def2-TZVPD.

Positions of all 9 atoms, in Å:
O  1.557  1.197  0.151
C  1.083  0.147  -0.052
O  1.849  -0.872  -0.201
C  -0.321  -0.334  0.155
N  -1.429  0.444  -0.244
O  -2.503  -0.252  0.083
H  1.650  -1.767  0.470
H  -0.380  -1.407  0.469
H  -3.059  0.602  -0.113

As for the SMILES: O=C(O)/C=N/O. Its total charge is 0.

three:
A molecular structure, C2H3NO3, computed with ωB97M-V/def2-TZVPD.

Positions of all 9 atoms, in Å:
C  0.019  -0.793  0.113
C  0.553  1.076  -0.136
O  -0.641  -0.068  -1.475
O  -1.021  -0.790  0.966
N  0.038  0.993  -1.392
O  0.812  -1.662  -0.054
H  -1.054  -1.657  1.406
H  -0.206  1.300  0.611
H  1.499  1.601  -0.039

Its total charge is 0.

four:
C2H3NO3 in the gas phase, computed with ωB97M-V/def2-TZVPD.

Positions of all 9 atoms, in Å:
O  0.968  -0.626  -2.322
C  0.901  -0.411  -1.131
O  -0.108  -0.936  -0.322
C  -0.310  -0.244  0.895
N  -1.355  0.760  0.853
O  0.033  1.172  0.865
H  1.682  0.106  -0.556
H  -0.205  -0.778  1.834
H  -1.606  0.957  -0.118

As for the SMILES: O=CO[C@@H]1NO1. Its total charge is 0.

Relative energies, hartree: one 0.0000; two 0.1826; three 0.2002; four 0.1481.

one:
2 unconnected molecules or ions with the total composition C2H3NO3, computed with ωB97M-V/def2-TZVPD.

Positions of all 9 atoms, in Å:
C  0.155  0.926  0.203
C  -1.163  0.408  -0.021
N  1.412  -1.019  -0.101
O  0.813  1.844  0.491
O  0.797  -1.745  -0.847
O  2.463  -1.172  0.455
H  -1.482  -0.096  0.894
H  -1.124  -0.346  -0.811
H  -1.871  1.202  -0.263

Its total charge is 0.

two:
C2H3NO3 in the gas phase, computed with ωB97M-V/def2-TZVPD.

Positions of all 9 atoms, in Å:
N  -0.709  -0.463  -0.560
C  -0.364  0.739  -0.070
O  -1.145  1.509  0.420
C  1.214  1.060  0.152
O  1.797  -0.034  0.698
O  2.029  0.290  -0.616
H  -0.001  -1.128  -1.025
H  -1.766  -0.528  -0.584
H  1.523  2.099  0.630

As for the SMILES: NC(=O)C1OO1. Its total charge is 0.

three:
2 unconnected molecules or ions with the total composition C2H3NO3, computed with ωB97M-V/def2-TZVPD.

Positions of all 9 atoms, in Å:
C  -0.347  0.516  1.185
C  0.726  -2.161  -0.405
N  -0.031  0.951  -1.188
O  0.637  1.142  1.380
O  -0.178  -2.128  0.263
O  -0.766  0.371  -0.086
H  -0.907  -0.138  1.905
H  -0.073  0.204  -1.872
H  0.939  1.242  -1.181

Its total charge is 0.

Relative energies, hartree: one 0.0674; two 0.0504; three 0.0000.

one:
2 unconnected molecules or ions with the total composition C2H3NO3, computed with ωB97M-V/def2-TZVPD.

Positions of all 9 atoms, in Å:
O  -2.390  -0.870  0.633
C  -2.470  0.099  0.032
O  -2.561  1.073  -0.562
C  1.311  0.788  0.270
N  0.711  -0.297  0.060
O  1.439  -1.279  -0.593
H  2.333  0.992  -0.024
H  0.757  1.560  0.778
H  0.870  -2.066  -0.595

As for the SMILES: O=C=O.C=NO. Its total charge is 0.

two:
C2H3NO3 in the gas phase, computed with ωB97M-V/def2-TZVPD.

Positions of all 9 atoms, in Å:
C  -0.632  1.124  0.042
C  0.619  -0.538  -0.921
N  0.433  -0.474  -2.317
O  1.498  -0.348  -2.877
O  -0.686  -0.305  -2.713
O  -0.513  -0.081  -0.285
H  0.173  1.848  -0.134
H  -1.593  1.295  0.380
H  1.619  0.054  -0.823

Its total charge is 0.

Relative energies, hartree: one 0.0000; two 0.2375.

one:
2 unconnected molecules or ions with the total composition C3H9NO, computed with ωB97M-V/def2-TZVPD.

Positions of all 14 atoms, in Å:
C  -2.406  0.951  2.411
N  -2.011  0.838  1.208
H  -2.997  0.093  2.720
H  -1.946  1.693  3.050
H  -1.389  1.577  0.893
C  2.130  -0.764  -0.915
C  0.613  -0.786  -1.062
O  0.162  -0.128  -2.280
H  2.415  0.240  -0.582
H  2.609  -1.432  -0.202
H  2.517  -0.881  -1.933
H  0.075  -0.273  -0.249
H  0.324  -1.839  -1.147
H  -0.096  0.710  -1.913

As for the SMILES: C=N.CCO. Its total charge is 0.

two:
C3H9NO in the gas phase, computed with ωB97M-V/def2-TZVPD.

Positions of all 14 atoms, in Å:
C  0.235  -1.206  -1.415
C  0.330  -0.034  -0.389
N  1.404  -0.129  0.578
C  -0.975  0.130  0.348
O  -1.114  1.470  0.867
H  -0.634  -1.825  -1.200
H  0.205  -0.834  -2.442
H  1.146  -1.810  -1.410
H  0.542  0.853  -0.980
H  2.317  -0.001  0.173
H  1.329  -0.907  1.217
H  -1.880  0.079  -0.252
H  -0.978  -0.579  1.183
H  -0.475  1.612  1.574

As for the SMILES: C[C@H](N)CO. Its total charge is 0.

three:
C3H9NO in the gas phase, computed with ωB97M-V/def2-TZVPD.

Positions of all 14 atoms, in Å:
C  1.780  0.549  1.091
C  0.436  0.889  0.512
O  -0.128  -0.506  0.261
C  -1.408  -0.649  -0.332
N  -1.402  -0.959  -1.737
H  2.609  0.925  0.497
H  1.862  0.811  2.139
H  1.715  -0.579  0.973
H  -0.240  1.393  1.212
H  0.501  1.397  -0.459
H  -1.995  0.265  -0.176
H  -1.903  -1.476  0.187
H  -0.913  -1.826  -1.904
H  -0.915  -0.232  -2.264

As for the SMILES: CCOCN. Its total charge is 0.

Relative energies, hartree: one 0.0443; two 0.0000; three 0.0169.